ORCA calculation (ωB97M-V with the def2-TZVPD basis set) on a structure of composition C34H38N6O6P2W in a non-equilibrium geometry.

Properties
- Energy above the lowest of the compared OMol25 structures with the same formula, charge and spin: 57.41 kcal/mol
- Spin multiplicity: 3
- Lowest unoccupied orbital energy (alpha / beta): -0.2537 / -0.3404 Ha
- Total charge: +2

Last column: Löwdin spin population.
Cartesian coordinates (Å):
W  -2.067  0.435  0.818  0.00
C  -1.364  2.306  1.445  0.00
C  -0.823  1.928  0.150  0.00
C  0.539  1.311  0.087  0.00
C  0.576  -0.246  0.163  0.00
C  -0.497  -0.903  0.990  0.00
C  -0.841  -0.378  2.300  0.00
C  -0.006  0.706  2.932  0.00
C  -0.519  2.144  2.676  0.02
C  -3.342  0.726  2.349  0.00
H  -2.086  3.118  1.481  0.00
H  -1.152  2.463  -0.739  0.00
H  1.265  1.739  0.807  0.00
H  0.979  1.619  -0.883  0.00
H  0.563  -0.644  -0.870  0.00
H  1.582  -0.536  0.542  0.00
H  -0.760  -1.936  0.759  0.00
H  -1.389  -1.040  2.973  0.00
H  1.071  0.607  2.685  0.00
H  -0.018  0.555  4.035  0.00
H  -1.106  2.470  3.560  0.01
H  0.347  2.842  2.672  0.00
H  -3.241  1.604  2.997  0.00
H  -3.515  -0.178  2.944  0.00
H  -4.238  0.890  1.716  0.00
P  1.646  -3.553  -2.467  0.00
P  2.249  -0.862  -3.907  0.00
N  2.179  -4.548  -1.128  0.00
N  1.124  -4.946  -3.469  0.04
N  3.585  -0.202  -2.924  0.00
N  2.561  0.210  -5.252  0.00
C  3.311  -3.362  -3.265  0.00
C  3.216  -2.359  -4.428  0.00
C  1.655  -4.448  0.166  0.01
C  2.346  -5.321  0.994  0.00
C  3.316  -6.002  0.185  0.01
C  3.193  -5.509  -1.109  0.01
C  -0.213  -5.154  -3.827  0.33
C  -0.303  -6.325  -4.570  0.13
C  1.020  -6.864  -4.680  0.11
C  1.874  -5.989  -4.018  0.33
C  3.293  0.400  -1.701  0.00
C  4.471  0.718  -1.045  0.00
C  5.541  0.295  -1.890  0.00
C  4.972  -0.309  -3.005  0.00
C  3.778  0.634  -5.804  0.00
C  3.521  1.292  -6.999  0.00
C  2.098  1.272  -7.201  0.00
C  1.534  0.605  -6.127  0.00
H  3.719  -4.307  -3.646  0.00
H  4.003  -3.010  -2.484  0.00
H  4.213  -2.099  -4.812  0.00
H  2.648  -2.787  -5.270  0.00
H  0.847  -3.758  0.358  0.00
H  2.192  -5.448  2.056  0.00
H  4.019  -6.753  0.510  0.00
H  3.746  -5.751  -2.003  0.00
H  -0.962  -4.440  -3.524  0.01
H  -1.202  -6.745  -4.993  0.00
H  1.313  -7.777  -5.178  0.00
H  2.948  -6.024  -3.932  0.01
H  2.263  0.518  -1.427  0.00
H  4.532  1.183  -0.070  0.00
H  6.598  0.429  -1.704  0.00
H  5.445  -0.808  -3.839  0.00
H  4.713  0.450  -5.304  0.00
H  4.260  1.716  -7.661  0.00
H  1.569  1.682  -8.048  0.00
H  0.510  0.369  -5.882  0.00
O  -3.167  5.004  3.039  0.04
C  -3.281  4.394  4.123  0.07
O  -2.713  3.360  4.579  0.75
C  -4.324  4.945  5.108  0.07
C  -4.360  4.529  6.455  0.01
C  -5.529  4.726  7.236  0.00
C  -6.624  5.454  6.736  0.00
C  -6.535  5.959  5.426  0.01
C  -5.378  5.742  4.643  0.01
N  -7.645  6.641  4.815  0.00
O  -8.722  6.743  5.437  0.00
O  -7.472  7.100  3.664  0.00
N  -5.675  4.082  8.514  0.00
O  -4.692  3.497  9.012  0.00
O  -6.796  4.131  9.066  0.00
H  -3.523  3.999  6.899  0.00
H  -7.516  5.616  7.343  0.00
H  -5.344  6.162  3.644  0.00